--- one ---
The following is a DFT calculation (ωB97M-V/def2-TZVPD) of one molecule with the formula C5H13N2O.

The geometry in ORCA input format:
```
! wB97M-V def2-TZVPD RIJCOSX def2/J DEFGRID3
* xyz 0 2
N -0.8213 0.6512 -1.9684
C 0.0026 0.2319 -0.7760
C 0.1592 -1.2227 -0.5502
C 0.8230 -1.8096 -1.8783
O 0.2323 -1.4900 -3.0271
C -0.5375 1.0318 0.4587
N 0.4918 1.1646 1.5559
C -0.0374 1.3189 2.8655
H -0.4834 0.0990 -2.9047
H -1.7151 0.1226 -1.8930
H 1.0334 0.6853 -0.9487
H -0.6394 -1.9309 -0.3711
H 0.7527 -1.5205 0.3357
H 0.7409 -2.9338 -1.6406
H 1.9740 -1.6445 -1.9492
H -0.9921 1.9977 0.2032
H -1.4156 0.5957 0.9593
H 1.1588 0.3456 1.5498
H 0.7882 1.7494 3.6696
H -0.6928 0.3956 3.2290
H -0.8222 2.1630 3.0805
*
```

Results
- Expectation value of S²: 0.757
- HOMO energy (spin up / spin down): -8.8 / -8.8 eV
- Gap between HOMO and LUMO (spin up / spin down): 9.71 / 6.90 eV

--- two ---
The following is a DFT calculation (ωB97M-V/def2-TZVPD) of one molecule with the formula C5H13N2O.

The geometry in ORCA input format:
```
! wB97M-V def2-TZVPD RIJCOSX def2/J DEFGRID3
* xyz 0 2
O 1.2459 -0.1343 1.3990
C 1.3348 -0.4306 0.2090
N 2.5514 -0.7492 -0.3087
C 2.7434 -0.8576 -1.7468
C 0.0138 -0.3503 -0.5588
N -0.9642 0.6479 -0.0645
C -1.4901 0.4053 1.3301
C -2.9554 0.7865 1.3744
H 3.2488 -0.7179 0.4157
H 3.6967 -1.3691 -1.9698
H 1.9597 -1.4729 -2.1885
H 2.7716 0.1319 -2.2387
H 0.4493 0.0588 -1.5076
H -0.4424 -1.2732 -0.9251
H -1.6891 0.6445 -0.8228
H -0.3741 1.5454 -0.1910
H -1.2821 -0.6372 1.6318
H -0.8731 1.0412 1.9763
H -2.9340 1.8524 1.2091
H -3.3775 0.4781 2.3299
H -3.6335 0.4002 0.6472
*
```

Results
- Expectation value of S²: 0.751
- HOMO energy (spin up / spin down): -3.4 / -9.9 eV
- Gap between HOMO and LUMO (spin up / spin down): 4.30 / 10.60 eV

Most stable: two. Least stable: one.

--- one ---
The following is a DFT calculation (ωB97M-V/def2-TZVPD) of one molecule with the formula H4O2P2.

The geometry in ORCA input format:
```
! wB97M-V def2-TZVPD RIJCOSX def2/J DEFGRID3
* xyz 0 1
O 1.7397 -0.0280 -0.9762
P 0.9702 0.0216 0.4657
O -0.2999 -0.7041 -0.1999
P -1.9442 -0.1745 0.0256
H 1.5870 0.7171 -1.4668
H 1.6272 -1.0543 0.8862
H -2.0322 -0.0571 1.3792
H -1.6478 1.2793 -0.1139
*
```

Results
- HOMO energy: -9.4 eV
- Gap between HOMO and LUMO: 10.16 eV

--- two ---
The following is a DFT calculation (ωB97M-V/def2-TZVPD) of one molecule with the formula H4O2P2.

The geometry in ORCA input format:
```
! wB97M-V def2-TZVPD RIJCOSX def2/J DEFGRID3
* xyz 0 1
O -1.0780 1.2753 -0.3031
P 0.0121 0.7353 0.7728
P 0.0654 -1.3037 0.0532
O 1.1614 -1.1051 -1.1735
H -1.1849 0.7116 -1.0679
H -0.5743 0.5607 2.0501
H 0.9878 -1.4910 1.0976
H 1.3170 -0.1912 -1.4808
*
```

Results
- HOMO energy: -8.7 eV
- Gap between HOMO and LUMO: 9.21 eV

Most stable: one. Least stable: two.

--- one ---
The following is a DFT calculation (ωB97M-V/def2-TZVPD) of one molecule with the formula C20H28N2O4S.

The geometry in ORCA input format:
```
! wB97M-V def2-TZVPD RIJCOSX def2/J DEFGRID3
* xyz 0 1
C 1.2187 -6.3662 0.9370
C -0.2174 -6.0662 1.3725
C -0.4253 -4.5613 1.3989
O -0.2291 -3.9233 2.4103
N -0.7666 -3.9635 0.2167
C -0.8284 -2.5832 0.0131
C -0.7602 -1.5578 0.9434
C -0.8582 -0.2514 0.4848
C -1.0141 0.0035 -0.8626
S -1.1514 1.6790 -1.4634
O -2.1282 1.7141 -2.5228
O -1.3408 2.5899 -0.3654
C 0.4632 2.0628 -2.2471
C 1.6164 1.6940 -1.3364
C 1.4974 2.2666 0.0810
O 1.5214 1.5439 1.0545
N 1.4705 3.6087 0.1453
C 1.2708 4.3289 1.3879
C 2.2449 5.5222 1.4780
C 1.3759 6.7874 1.4900
C 0.0445 6.3453 0.8855
C -0.1357 4.9414 1.4541
C -1.0753 -1.0158 -1.8031
C -0.9814 -2.3109 -1.3533
C -0.9924 -3.5976 -2.1218
C -1.1886 -4.6456 -1.0122
C -2.6637 -5.0364 -0.9002
H 1.9183 -5.8740 1.6079
H 1.4040 -7.4374 0.9673
H 1.4088 -6.0104 -0.0738
H -0.3579 -6.4215 2.3943
H -0.9286 -6.5772 0.7267
H -0.6313 -1.7701 1.9904
H -0.8102 0.5783 1.1701
H 0.4141 3.1253 -2.4749
H 0.4841 1.5017 -3.1780
H 1.6702 0.6084 -1.2302
H 2.5597 2.0408 -1.7688
H 1.3245 4.1411 -0.6973
H 1.4325 3.5937 2.1783
H 2.9073 5.5153 0.6114
H 2.8679 5.4584 2.3680
H 1.2143 7.1179 2.5167
H 1.8355 7.6074 0.9397
H -0.7743 7.0120 1.1502
H 0.1141 6.3094 -0.2034
H -0.8513 4.3331 0.9041
H -0.4564 5.0033 2.4940
H -1.2168 -0.7763 -2.8452
H -1.7908 -3.6382 -2.8612
H -0.0405 -3.7352 -2.6414
H -0.5751 -5.5310 -1.1882
H -2.8390 -5.6735 -0.0368
H -2.9789 -5.5686 -1.7943
H -3.2711 -4.1408 -0.7902
*
```

Results
- HOMO energy: -8.6 eV
- Gap between HOMO and LUMO: 9.14 eV

--- two ---
The following is a DFT calculation (ωB97M-V/def2-TZVPD) of one molecule with the formula C20H28N2O4S.

The geometry in ORCA input format:
```
! wB97M-V def2-TZVPD RIJCOSX def2/J DEFGRID3
* xyz 0 1
C 2.3385 2.4541 -2.0012
C 1.8942 2.7341 -0.5638
C 1.0019 1.6380 -0.0558
C -0.3354 1.6375 -0.4232
C -1.1667 0.6114 0.0082
C -2.5516 0.2989 -0.1937
C -2.8049 -0.8656 0.5055
N -1.6720 -1.2880 1.1175
C -0.6478 -0.4151 0.8318
C 0.6808 -0.4238 1.2108
C 1.4817 0.6012 0.7526
S 3.1965 0.4619 1.2403
O 3.3176 -0.6200 2.1778
O 3.7285 1.7413 1.6296
N 3.9621 0.0210 -0.1888
C 4.6018 -1.2737 -0.2721
C 4.1207 -2.0919 -1.4766
C 2.7539 -2.7510 -1.2560
O 1.6688 -1.8673 -1.1090
C 1.2471 -1.2552 -2.3015
C -4.1249 -1.5355 0.5854
C -5.2409 -0.5073 0.3146
C -6.5711 -1.2420 0.1357
C -5.3541 0.4612 1.4938
C -4.9107 0.2691 -0.9681
C -3.5713 0.9954 -0.9494
O -3.3963 2.0354 -1.5508
H 2.8852 1.5160 -2.0487
H 2.9829 3.2542 -2.3585
H 1.4745 2.3846 -2.6590
H 2.7632 2.8309 0.0833
H 1.3417 3.6760 -0.5451
H -0.7386 2.4243 -1.0419
H -1.5805 -2.1165 1.6823
H 1.1122 -1.1886 1.8336
H 4.5113 0.7884 -0.5394
H 5.6902 -1.1611 -0.3239
H 4.3555 -1.8001 0.6531
H 4.0914 -1.4519 -2.3595
H 4.8412 -2.8903 -1.6621
H 2.7795 -3.3208 -0.3229
H 2.5547 -3.4459 -2.0887
H 2.0086 -0.5882 -2.7156
H 0.3650 -0.6700 -2.0503
H 0.9874 -2.0081 -3.0578
H -4.2647 -2.0008 1.5644
H -4.1756 -2.3297 -0.1680
H -7.3756 -0.5323 -0.0399
H -6.5278 -1.9244 -0.7106
H -6.8123 -1.8163 1.0276
H -4.4166 0.9870 1.6561
H -5.6140 -0.0743 2.4047
H -6.1283 1.1995 1.3002
H -5.6926 0.9997 -1.1822
H -4.8723 -0.4262 -1.8130
*
```

Results
- HOMO energy: -8.3 eV
- Gap between HOMO and LUMO: 8.79 eV

Most stable: one. Least stable: two.

--- one ---
The following is a DFT calculation (ωB97M-V/def2-TZVPD) of C3H3N2O2 as an isolated structure.

The geometry in ORCA input format:
```
! wB97M-V def2-TZVPD RIJCOSX def2/J DEFGRID3
* xyz -1 1
C 1.2554 -0.0127 0.2468
C -1.2456 -0.0072 0.2021
C 0.3567 -1.0493 -0.1296
N 0.8201 1.1864 0.3764
N -0.5840 1.2165 0.2405
O 0.4116 -2.2580 0.2142
O -2.4226 -0.2082 -0.1225
H 2.2741 0.0066 0.4265
H 0.1778 -0.9028 -1.3641
H -1.0434 2.0288 -0.0903
*
```

Results
- HOMO energy: -2.8 eV
- Gap between HOMO and LUMO: 7.19 eV

--- two ---
The following is a DFT calculation (ωB97M-V/def2-TZVPD) of an isolated ion of composition C3H3N2O2 and charge -1.

The geometry in ORCA input format:
```
! wB97M-V def2-TZVPD RIJCOSX def2/J DEFGRID3
* xyz -1 1
N -0.2755 1.8036 0.1425
N -1.1121 0.7408 0.1409
C -0.8501 -0.5338 -0.0346
O -1.8036 -1.3546 -0.0088
C 0.4899 -0.9203 -0.1385
C 1.5970 -0.2367 -0.1043
O 2.8291 -0.0589 -0.0615
H 0.6818 1.5057 -0.1949
H -2.0223 1.1132 0.3593
H 0.4657 -2.0590 -0.1003
*
```

Results
- HOMO energy (spin up / spin down): -1.7 / -1.7 eV
- Gap between HOMO and LUMO (spin up / spin down): 5.47 / 5.47 eV

Most stable: one. Least stable: two.